C33H23HgN6O4S | wB97M-V/def2-TZVPD

The geometry in XYZ format:
```
68
Properties=species:S:1:pos:R:3:forces:R:3:mulliken_spin:R:1
H 1.213 -1.323 -5.497 0.510 0.574 1.033 0.000
C 0.674 -3.629 1.029 -1.782 1.622 -1.366 0.000
C 2.980 1.243 -0.522 1.194 -2.211 1.818 -0.009
H 3.828 2.721 -3.431 -0.560 0.915 0.148 0.000
C 1.623 -4.644 1.037 0.290 0.027 -0.084 0.000
C -3.808 -0.712 3.757 0.828 -0.398 0.642 -0.002
H -4.740 2.385 2.647 0.163 -1.036 0.512 -0.001
N -2.128 0.340 2.361 -0.665 0.431 1.154 0.004
H -4.559 3.680 -1.222 2.005 -1.096 -0.675 0.032
H 3.721 -0.709 0.368 1.041 2.341 -3.289 0.000
H 1.281 -3.351 -3.831 0.091 2.777 0.504 0.000
C -2.541 -0.660 3.116 -0.126 -1.659 -0.133 0.001
C 3.775 2.078 -2.569 0.517 -1.738 -2.082 -0.003
H -4.835 1.075 -1.938 -1.535 -0.090 -0.590 0.027
C -2.353 3.237 -0.993 0.425 -0.528 0.738 -0.153
C 2.853 2.170 -1.516 1.086 -0.678 -1.245 0.009
O 2.445 2.655 1.738 0.149 0.023 -0.582 -0.003
C -0.246 2.477 0.096 0.647 0.572 -1.222 -0.093
C 0.718 -1.958 -2.225 1.589 -0.769 -1.223 -0.003
C -4.591 0.382 3.607 1.771 1.017 -1.313 -0.002
C 3.885 0.086 -0.622 -3.605 0.885 2.901 0.001
H -5.495 0.543 4.025 -2.969 -0.237 1.530 0.002
N -1.924 0.823 -0.495 2.866 2.350 0.454 0.176
H -2.448 2.157 1.504 -1.339 -0.464 1.858 0.003
C -1.894 4.561 -0.974 -0.882 0.236 0.436 0.054
H -0.269 5.866 -0.261 -0.792 -1.454 -0.480 0.005
C -4.012 1.508 -1.463 2.096 1.780 0.217 0.074
H 0.942 1.055 -4.370 -0.304 -0.478 -1.020 0.001
H -3.271 -0.426 -1.237 -0.229 -0.857 -0.210 0.030
N 0.248 -2.886 -0.134 2.110 -1.611 0.540 0.000
S 2.036 1.449 1.043 -1.586 -0.844 -0.638 0.004
C 4.578 0.924 -2.813 1.069 1.449 0.961 0.001
H 0.701 -3.090 4.352 -0.769 -1.278 -1.355 0.000
C 0.672 -3.207 -1.385 -2.846 -0.805 2.198 0.001
C 0.760 -3.708 3.383 0.262 3.566 2.508 0.000
C -2.910 1.455 2.293 2.172 -0.889 -2.421 0.006
O -1.928 -2.792 4.084 -0.246 1.075 -0.992 0.000
C 0.804 0.097 -3.867 0.925 2.676 -1.742 -0.004
H 2.295 -4.803 4.375 -0.217 0.251 -1.180 0.000
Hg -0.467 -0.754 0.528 -0.210 0.845 -0.049 -0.001
C -1.671 -1.946 3.186 0.302 -0.456 1.352 -0.001
N 0.506 1.423 0.503 1.871 -1.017 1.284 0.003
H 1.998 -5.080 0.153 -0.081 -0.097 -1.253 0.000
H -0.209 1.425 -2.181 2.641 -3.519 -1.365 0.013
O 2.251 0.213 1.774 0.046 0.268 -0.356 0.002
H 1.982 2.783 -1.587 -0.031 0.983 0.359 0.000
H 1.151 3.992 0.496 -0.027 0.415 -0.191 0.011
N 0.395 -0.795 -1.727 -0.176 2.424 -2.234 0.004
C -3.033 0.608 -1.119 -2.212 -0.757 -0.220 0.068
C 1.199 -2.201 -3.555 -1.275 -2.179 0.267 0.000
H -2.665 5.312 -1.204 0.755 -0.006 -0.046 -0.005
C -1.480 2.205 -0.484 -2.067 -1.723 -0.565 0.143
C -4.148 1.461 2.855 -0.363 2.166 -0.651 0.001
C 1.167 -1.139 -4.393 -0.119 -0.947 -1.520 0.000
N -0.664 -2.014 2.319 -0.643 -0.095 -0.283 0.000
C 0.434 0.345 -2.618 -2.968 -0.772 4.993 -0.012
H 3.057 -5.874 2.110 -1.030 1.156 0.089 0.000
C 1.858 -4.525 3.379 0.204 -1.469 1.146 0.000
H 5.346 -0.768 -1.733 0.026 -0.652 -0.829 0.000
H 5.465 0.843 -3.553 -2.077 0.444 0.872 0.000
H -4.123 -1.526 4.430 0.551 0.239 -0.720 0.000
O 0.713 -4.361 -1.884 1.079 1.342 0.079 0.000
C 0.207 3.787 0.014 -0.658 1.119 0.561 0.103
C 4.570 -0.024 -1.808 1.381 -1.208 1.400 0.000
C -0.671 4.804 -0.421 2.237 1.745 0.620 -0.018
C 0.171 -3.115 2.258 1.198 -1.628 0.181 0.000
C -3.673 2.927 -1.365 -2.907 -0.702 0.277 0.531
C 2.250 -5.075 2.177 1.201 -1.366 0.494 0.000
```
Positions in Å, forces in eV/Å.

Results
spin multiplicity	2
net charge	-2
F_max	5.9	eV/A
calculated total energy	-66730.8811	eV
HOMO (alpha / beta)	0.2 / -1.9	eV
orbital gap (alpha / beta)	0.159 / 0.235	hartree
expectation value of S²	0.767
lowest unoccupied orbital energy (alpha / beta)	0.167 / 0.167	Ha

C33H24BBr2F3O2S | wB97M-V/def2-TZVPD

The geometry in XYZ format:
```
66
Properties=species:S:1:pos:R:3:forces:R:3:nbo_charge:R:1
H 2.452 -2.693 3.618 -0.389 -0.097 -0.245 0.241
C -1.193 -0.485 -1.256 0.016 -0.621 -1.358 -0.108
C 1.907 -0.986 2.445 -0.283 0.356 0.414 -0.201
H -3.781 -0.372 -1.836 -0.075 0.074 -0.530 0.205
C 2.599 3.348 2.882 -0.737 -0.389 0.199 -0.173
C 1.845 1.843 -1.501 -1.808 0.121 -0.536 0.210
C 0.062 -0.933 -0.593 0.233 -1.725 -0.729 -0.759
H 3.338 1.378 -2.936 -0.186 0.126 -0.184 0.228
H -2.907 1.644 -6.328 -0.206 -0.005 0.041 0.228
C 0.538 2.386 -1.247 1.330 -1.245 -0.754 0.300
H -1.201 0.348 2.108 -0.047 0.030 0.446 0.223
C 0.329 -2.217 3.700 -0.044 -0.658 0.763 -0.129
F -0.099 -3.070 5.865 0.010 -0.427 -0.582 -0.328
C -1.261 -4.248 0.759 0.257 0.072 -0.006 -0.219
H 4.460 3.668 3.784 0.105 0.298 0.028 0.225
C -2.063 0.673 -4.620 -0.424 -0.216 0.608 -0.177
H 3.357 5.075 3.745 0.273 0.180 0.035 0.225
O 2.051 0.724 -0.701 -0.569 -0.072 -0.089 -0.705
C 0.036 -3.397 4.549 -0.200 -0.767 0.133 0.969
Br -5.848 1.779 -5.884 -0.206 0.076 -0.089 0.072
C 1.647 -2.035 3.296 -0.274 -0.101 -0.786 -0.181
C -1.225 -2.913 0.357 0.364 -0.065 -0.021 -0.238
H -0.612 2.448 2.767 -0.225 -0.005 0.344 0.223
C 0.408 3.102 -3.493 -0.016 0.668 0.117 -0.214
C -2.296 0.100 -3.351 -1.260 0.924 -0.966 -0.086
H -1.175 3.423 -2.004 0.178 -0.275 -0.238 0.233
H -5.685 0.451 -3.236 0.027 0.066 -0.030 0.227
C 2.412 1.917 -2.752 -0.044 0.406 0.057 -0.234
C -1.167 -0.331 -2.593 0.228 -0.435 1.478 -0.212
Br -0.127 -6.740 1.553 0.021 0.013 -0.140 0.068
O -0.074 1.614 -0.290 0.490 -0.577 0.051 -0.713
C -3.115 1.189 -5.367 -0.348 -0.137 0.363 -0.232
H -1.026 0.738 -4.960 -0.411 0.001 -0.070 0.219
C 0.899 -0.005 2.332 -0.959 -1.585 -0.381 -0.061
C 1.219 1.354 2.387 0.845 3.151 -0.664 -0.241
C 3.738 4.226 3.182 0.315 0.253 0.097 -0.641
H 4.239 4.574 2.275 -0.015 0.070 0.115 0.227
B 0.708 0.418 -0.430 0.687 1.749 2.664 1.274
C -0.455 -0.334 2.505 0.428 -0.055 0.685 -0.202
C -0.004 -2.288 0.094 0.058 0.104 -0.223 0.131
C -4.424 1.113 -4.857 1.032 -0.511 0.486 -0.105
F -1.124 -4.004 4.155 0.575 0.252 0.535 -0.332
H 2.095 2.601 -4.746 -0.255 0.033 0.141 0.219
C 1.150 -4.369 0.579 -0.446 0.052 0.167 -0.225
C 1.177 -3.031 0.190 -0.133 -0.276 0.117 -0.231
C 0.461 2.467 2.757 0.695 -1.328 -0.014 -0.188
C 1.265 3.555 3.147 0.845 0.388 -0.756 -0.273
H -2.062 -0.253 -0.634 0.273 0.013 -0.314 0.213
H 0.932 4.493 3.576 -0.203 -0.128 -0.116 0.224
C -0.739 -1.413 3.311 0.022 -0.046 -0.668 -0.179
H 2.063 -4.944 0.669 0.016 0.037 -0.026 0.228
C -3.609 0.043 -2.835 0.290 0.226 -0.738 -0.131
H -0.242 -0.514 -3.154 -0.251 -0.021 0.289 0.210
H 0.756 -1.181 -1.430 -0.416 -0.050 -0.029 0.268
C -4.670 0.524 -3.604 0.345 0.220 -0.283 -0.246
C 1.662 2.551 -3.748 0.541 0.315 -0.210 -0.234
H -2.158 -2.365 0.213 0.228 -0.209 0.118 0.217
C -0.175 3.047 -2.222 0.279 0.427 -0.109 -0.270
H -2.210 -4.719 0.975 -0.001 -0.049 0.038 0.229
S 2.892 1.772 2.287 -0.200 0.441 0.320 0.456
H 2.130 -2.560 -0.071 -0.301 -0.192 0.092 0.219
H -0.144 3.603 -4.288 0.203 -0.212 0.103 0.222
H -1.762 -1.599 3.633 0.278 -0.295 -0.155 0.235
C -0.077 -4.974 0.877 0.082 0.810 0.036 -0.098
H 2.866 -0.873 1.942 0.023 0.324 0.586 0.229
F 1.015 -4.344 4.455 -0.660 0.496 0.372 -0.330
```
Positions in Å, forces in eV/Å.

Results
energy above the lowest of the compared OMol25 structures with the same formula, charge and spin	0.00	kcal per mole
F_max	3.3	eV/A
calculated total energy	-198454.3198	eV
HOMO	-7.7	eV
orbital gap	0.269	hartree
lowest unoccupied orbital energy	-0.013	Ha

C33H24ClN5O3Ti | wB97M-V/def2-TZVPD

The geometry in XYZ format:
```
67
Properties=species:S:1:pos:R:3:forces:R:3:mulliken_spin:R:1
C -1.850 3.686 2.758 0.028 0.029 -0.028 0.002
H -1.664 4.652 3.209 0.002 0.000 0.003 0.000
H 3.066 -3.434 -1.914 -0.019 0.007 0.003 0.000
C -0.313 -3.202 2.940 -0.012 -0.039 -0.083 -0.001
C 1.547 1.189 2.173 -0.049 -0.023 0.120 0.032
N 1.867 1.469 -0.180 -0.165 -0.054 0.181 -0.014
C 2.096 1.978 1.039 0.039 0.025 -0.017 0.002
C -1.402 2.058 1.014 -0.078 -0.126 -0.010 -0.021
C -3.804 -3.270 -1.769 0.006 0.014 0.025 0.001
C -0.342 -0.179 -3.450 0.019 -0.018 -0.032 0.002
C -1.194 3.322 1.606 -0.005 0.014 0.027 -0.003
H 1.372 0.853 5.521 0.007 0.012 -0.003 0.000
C -3.066 1.618 2.769 0.043 0.065 -0.003 0.006
N 0.897 0.076 1.826 0.039 -0.026 0.048 -0.015
H 0.464 0.541 -3.510 -0.003 0.001 0.002 -0.004
C -0.514 -4.486 0.932 0.003 0.008 -0.066 0.004
C 1.251 0.625 4.471 -0.012 -0.032 0.038 0.003
H 3.997 4.644 0.233 -0.002 0.002 0.000 0.000
C 1.734 1.500 3.514 -0.018 0.013 -0.044 -0.002
H -0.496 3.997 1.129 0.009 -0.007 -0.005 0.000
H 2.249 2.400 3.813 -0.002 0.007 0.000 0.000
C 3.400 3.750 0.115 -0.007 0.000 0.024 0.000
C 0.506 -0.820 2.738 0.041 -0.032 0.008 0.038
N -0.851 -0.393 -2.264 0.047 -0.169 0.173 -0.005
Cl -3.587 3.311 4.808 -0.002 0.000 -0.002 0.000
C -0.765 -0.856 -4.612 -0.004 0.009 0.037 0.000
C -0.602 -4.405 2.309 0.005 0.024 0.067 0.002
C -1.853 -1.318 -2.155 -0.021 -0.033 -0.012 0.012
H 2.208 1.602 -2.194 0.006 0.007 -0.003 -0.005
H -0.873 -5.271 2.898 -0.001 -0.013 -0.017 0.000
C -2.782 0.029 0.902 0.049 0.055 -0.058 -0.008
H -3.590 -3.713 -3.844 -0.002 0.003 -0.003 0.000
H 3.027 3.521 2.213 0.005 0.002 0.004 0.000
C 3.181 3.209 -1.137 -0.007 -0.017 -0.024 0.011
H 0.330 -1.278 4.837 -0.004 -0.014 -0.008 0.000
H -0.704 -5.409 0.403 -0.005 -0.009 0.017 0.000
H -0.309 -0.612 -5.561 -0.003 -0.006 -0.004 0.000
H -2.026 -2.403 -5.365 -0.006 -0.004 0.002 0.000
C -3.411 -2.446 -0.691 -0.005 0.037 -0.052 -0.005
H 3.599 3.655 -2.028 0.005 0.005 0.004 0.000
Ti 0.147 -0.097 -0.183 -0.061 0.410 -0.757 1.046
N -1.994 -0.558 0.077 0.038 -0.117 0.095 0.000
H -0.091 -3.346 -0.857 -0.002 -0.014 -0.001 -0.004
H -4.549 -4.035 -1.599 -0.001 -0.005 -0.016 0.000
H -0.347 -3.134 4.017 0.006 0.018 0.004 0.000
N 0.082 -2.184 0.822 -0.060 0.226 0.028 -0.029
O -0.745 1.715 -0.063 0.305 -0.133 0.258 -0.029
C 2.854 3.123 1.225 -0.005 -0.013 -0.049 0.001
C -2.778 2.826 3.351 -0.040 -0.067 0.003 0.000
O 1.684 -1.925 -2.331 -0.019 0.009 0.036 0.007
C -2.370 1.209 1.620 -0.072 -0.006 0.007 0.030
H -3.825 0.975 3.197 -0.005 0.003 0.008 0.000
C 0.653 -0.569 4.091 0.013 0.086 -0.037 -0.008
C -2.469 -1.475 -0.884 -0.026 -0.049 0.050 -0.006
C 2.404 2.064 -1.234 -0.019 -0.016 -0.017 -0.008
C -0.172 -3.343 0.224 -0.025 0.005 0.021 0.010
C -2.285 -2.102 -3.236 -0.016 0.011 -0.029 -0.002
H -3.858 -2.587 0.286 0.010 -0.001 0.012 0.000
C -3.269 -3.096 -3.014 -0.013 -0.005 0.000 -0.001
H -3.823 -0.288 0.987 -0.002 -0.008 -0.006 0.000
C 0.040 -2.112 2.163 0.021 -0.027 0.040 -0.004
H 2.591 -3.199 -3.621 -0.010 0.006 0.002 0.000
C 2.837 -2.701 -2.687 0.060 -0.033 -0.019 -0.004
H 3.710 -2.063 -2.818 -0.016 0.011 0.003 0.001
C -1.707 -1.834 -4.501 0.023 0.015 0.006 0.000
C 1.782 -1.220 -1.157 -0.057 0.017 0.091 -0.035
O 2.806 -1.288 -0.505 0.053 -0.046 -0.042 0.007
```
Positions in Å, forces in eV/Å.

Results
spin multiplicity	2
energy above the lowest of the compared OMol25 structures with the same formula, charge and spin	6.77	kcal per mole
net charge	+1
F_max	0.9	eV/A
calculated total energy	-83840.1299	eV
HOMO (alpha / beta)	-10.1 / -10.3	eV
orbital gap (alpha / beta)	0.248 / 0.256	hartree
expectation value of S²	0.754
lowest unoccupied orbital energy (alpha / beta)	-0.124 / -0.124	Ha

C33H24IrN4O4P2Se2 | wB97M-V/def2-TZVPD

The geometry in XYZ format:
```
70
Properties=species:S:1:pos:R:3:forces:R:3:nbo_charge:R:1
C 1.412 1.699 2.706 -0.040 0.004 -0.009 -0.141
H -0.589 -2.806 7.358 0.001 0.001 0.000 0.224
C 2.608 -4.945 -5.396 0.114 0.042 -0.006 -0.080
O -0.062 -3.552 -3.391 0.085 0.056 0.148 -0.568
P -1.246 0.832 -1.084 -0.005 0.011 0.071 1.336
H 2.090 -5.822 -5.758 0.002 -0.013 -0.005 0.262
H 1.753 0.723 2.382 0.009 -0.013 -0.002 0.218
H -0.385 5.149 1.027 -0.002 -0.008 -0.030 0.223
C -3.734 -0.190 -0.623 -0.007 -0.021 -0.038 -0.183
C -0.438 2.427 -0.976 -0.032 -0.021 -0.015 -0.445
H 0.767 -0.747 7.214 -0.001 -0.001 0.000 0.223
O 2.144 -1.962 -3.299 -0.112 -0.135 0.380 -0.640
H -5.672 -1.008 -0.248 0.003 0.000 0.000 0.231
C -0.562 -0.299 0.118 -0.177 -0.030 -0.199 -0.256
C 0.066 1.917 2.997 0.019 0.006 0.043 -0.435
C 2.322 2.734 2.844 0.014 0.043 -0.008 -0.211
Ir 0.519 -2.042 -2.180 0.002 -0.004 -0.348 1.104
C -5.757 1.096 -0.675 0.010 0.000 0.006 -0.159
C -3.014 0.967 -0.921 0.045 -0.058 -0.042 -0.343
H -1.556 2.998 0.783 -0.029 -0.003 -0.018 0.253
H 4.520 -1.791 -4.153 -0.014 0.009 0.006 0.247
C -0.785 3.281 0.074 -0.025 -0.024 0.047 -0.207
C -3.660 2.181 -1.117 0.021 0.068 -0.051 -0.185
H 0.098 -5.105 -4.606 0.028 0.006 -0.018 0.195
C -0.361 3.166 3.433 0.006 -0.027 0.051 -0.183
C -5.040 2.239 -0.991 0.011 0.014 0.015 -0.203
N 0.296 -1.525 1.739 -0.072 -0.072 0.036 -0.200
C 0.557 4.195 3.581 -0.013 -0.011 0.037 -0.214
H -5.551 3.181 -1.133 -0.003 0.000 0.000 0.232
C -1.681 -1.659 4.372 -0.022 0.020 -0.031 -0.182
H 0.831 2.120 -2.690 -0.015 -0.004 -0.013 0.235
C 1.894 3.981 3.282 0.023 -0.005 -0.007 -0.185
C -0.125 4.489 0.210 -0.014 0.044 -0.014 -0.135
C -0.024 -0.175 5.307 0.044 0.002 -0.020 -0.209
C -0.904 -0.505 4.284 -0.032 0.033 0.008 -0.321
Se -0.752 -0.198 -2.993 -0.032 -0.149 -0.092 -0.104
H 5.623 -3.445 -5.651 0.004 -0.001 -0.013 0.266
O 5.705 -5.409 -6.994 0.004 -0.103 0.141 -0.353
H 3.367 2.568 2.616 0.001 -0.004 0.002 0.225
Se -3.120 1.181 2.529 0.086 0.059 0.063 -0.476
C 0.085 -1.006 6.414 0.012 -0.004 0.006 -0.194
C 4.601 -3.578 -5.327 -0.019 -0.002 0.026 -0.093
H 2.609 4.786 3.396 0.004 0.001 -0.001 0.226
C 0.557 2.786 -1.883 0.043 -0.035 0.018 -0.161
O 3.922 -6.626 -7.036 0.105 -0.029 0.147 -0.362
C -0.676 -2.160 6.494 -0.007 -0.002 -0.001 -0.179
C 3.998 -2.670 -4.502 -0.059 -0.070 -0.032 -0.298
N 0.142 -1.365 -0.388 0.182 0.170 0.030 -0.419
H -2.159 -3.386 5.539 0.001 0.001 -0.002 0.224
C 1.205 4.003 -1.739 0.014 -0.007 0.009 -0.206
H -6.832 1.150 -0.565 -0.003 0.000 -0.005 0.231
C 1.971 -4.027 -4.534 -0.012 0.053 0.081 -0.322
P -1.139 0.574 2.860 -0.026 -0.016 -0.031 1.240
H 1.977 4.285 -2.441 -0.007 0.003 -0.007 0.232
H 0.227 5.165 3.929 -0.003 0.006 0.008 0.227
H -1.412 3.324 3.647 -0.002 0.004 0.008 0.247
C 0.865 4.850 -0.694 -0.013 -0.005 0.004 -0.177
C -1.559 -2.488 5.472 0.008 -0.010 0.017 -0.204
H 0.576 0.723 5.250 -0.009 0.006 0.000 0.225
H 1.374 5.799 -0.585 0.001 0.002 0.001 0.230
C -5.107 -0.120 -0.497 -0.002 -0.002 -0.027 -0.186
C 0.626 -4.254 -4.171 0.119 0.162 -0.085 0.432
N 4.571 -5.673 -6.658 -0.170 0.209 -0.386 0.534
C -0.480 -0.416 1.479 0.188 -0.046 0.123 -0.229
H -2.387 -1.899 3.586 -0.002 0.006 0.003 0.223
H -3.224 -1.133 -0.467 0.006 0.010 0.002 0.225
N 0.649 -2.075 0.638 -0.008 0.006 0.008 -0.030
C 3.896 -4.711 -5.768 -0.024 -0.115 0.099 -0.031
H -3.099 3.078 -1.351 -0.019 -0.043 -0.002 0.231
C 2.668 -2.876 -4.075 -0.185 0.036 -0.085 0.507
```
Positions in Å, forces in eV/Å.

Results
energy above the lowest of the compared OMol25 structures with the same formula, charge and spin	11.02	kcal per mole
net charge	+1
F_max	0.5	eV/A
calculated total energy	-200860.9733	eV
HOMO (alpha / beta)	-10.5 / -10.5	eV
orbital gap (alpha / beta)	0.223 / 0.223	hartree
lowest unoccupied orbital energy (alpha / beta)	-0.164 / -0.164	Ha